[1]
{"formula": "C22H25FN2O8S", "method": "ωB97M-V/def2-TZVPD", "e_homo_ev": -8.63, "lumo_energy_ev": 0.00, "de_lowest_ev": 0.061, "fmax_ha_per_bohr": 0.022, "multiplicity": 1, "smiles": "CCOC(=O)c1c(C)[nH]c(C(=O)COC(=O)c2ccc(F)c(S(=O)(=O)N3CCOCC3)c2)c1C", "charge": 0, "total_energy_ev": -56132.81167, "orbital_gap_ha": 0.31713, "species": ["C", "C", "H", "H", "O", "C", "O", "C", "C", "N", "C", "C", "C", "H", "H", "H", "C", "O", "C", "H", "H", "O", "C", "O", "C", "C", "C", "C", "C", "C", "H", "H", "F", "S", "O", "O", "N", "C", "H", "C", "H", "O", "C", "H", "C", "H", "H", "H", "H", "H", "H", "H", "C", "H", "H", "H", "H", "H", "H"], "xyz": [[3.7746, -1.8503, -3.4872], [3.0314, -0.7242, -2.7809], [2.4156, -0.1743, -3.5008], [3.7260, -0.0440, -2.2837], [2.1948, -1.2242, -1.7413], [0.9820, -1.6833, -2.1077], [0.5729, -1.6219, -3.2439], [0.2399, -2.2315, -0.9743], [0.6211, -2.2153, 0.3717], [-0.3619, -2.7906, 1.0796], [-1.3872, -3.2043, 0.2507], [-1.0208, -2.8737, -1.0551], [-1.8079, -3.1411, -2.2793], [-1.4633, -4.0686, -2.7368], [-1.6652, -2.3435, -3.0029], [-2.8596, -3.2641, -2.0337], [-2.6372, -3.7600, 0.6971], [-3.4171, -4.3524, -0.0209], [-3.0255, -3.4888, 2.1714], [-4.0183, -3.9081, 2.3453], [-2.3040, -3.9213, 2.8720], [-3.1202, -2.0781, 2.3639], [-2.1382, -1.4592, 3.0091], [-1.2471, -2.0215, 3.6025], [-2.1923, 0.0098, 2.7825], [-0.9864, 0.6272, 2.4644], [-0.9627, 1.9510, 2.0824], [-2.1449, 2.6699, 2.0690], [-3.3520, 2.0804, 2.4143], [-3.3764, 0.7378, 2.7487], [-4.3106, 0.2542, 2.9870], [-4.2545, 2.6706, 2.3953], [-2.1311, 3.9564, 1.6980], [0.5871, 2.6789, 1.5202], [1.5244, 1.5933, 1.4305], [0.9065, 3.7987, 2.3480], [0.1236, 3.1878, 0.0033], [0.5534, 2.3499, -1.1003], [0.5170, 1.3109, -0.7747], [1.9753, 2.7231, -1.5289], [2.2565, 2.1949, -2.4406], [2.0766, 4.0974, -1.8273], [1.7154, 4.8957, -0.7212], [1.8225, 5.9314, -1.0467], [0.2810, 4.6037, -0.2780], [0.0414, 5.1507, 0.6317], [-0.4269, 4.8672, -1.0688], [2.3917, 4.7004, 0.1250], [2.6664, 2.4578, -0.7151], [-0.1456, 2.5010, -1.9282], [-0.0593, 0.0773, 2.4845], [-0.3310, -2.9155, 2.0832], [1.8370, -1.6920, 1.0340], [2.7291, -2.0487, 0.5257], [1.8595, -0.6012, 0.9961], [1.8617, -2.0057, 2.0759], [4.4450, -1.4333, -4.2331], [3.0641, -2.5088, -3.9807], [4.3538, -2.4279, -2.7708]], "nbo_charge": [-0.633, -0.077, 0.198, 0.188, -0.522, 0.793, -0.613, -0.293, 0.277, -0.493, -0.079, 0.101, -0.656, 0.232, 0.243, 0.241, 0.528, -0.537, -0.178, 0.224, 0.215, -0.488, 0.814, -0.623, -0.171, -0.134, -0.419, 0.510, -0.302, -0.124, 0.233, 0.240, -0.314, 2.336, -0.953, -0.920, -0.684, -0.256, 0.231, -0.090, 0.199, -0.522, -0.088, 0.200, -0.256, 0.243, 0.208, 0.174, 0.179, 0.212, 0.257, 0.442, -0.669, 0.246, 0.264, 0.217, 0.217, 0.224, 0.209]}


[2]
{"formula": "C22H25FN4O", "method": "ωB97M-V/def2-TZVPD", "e_homo_ev": -8.43, "lumo_energy_ev": 0.77, "de_lowest_ev": 1.875, "fmax_ha_per_bohr": 0.023, "multiplicity": 1, "smiles": "Fc1cccc(Cc2noc(CN3CCCC[C@H]3CCc3ccccn3)n2)c1", "charge": 0, "total_energy_ev": -33944.74736, "orbital_gap_ha": 0.33824, "species": ["F", "C", "C", "C", "C", "C", "C", "H", "H", "H", "C", "C", "N", "O", "C", "N", "C", "N", "C", "C", "C", "C", "H", "H", "C", "C", "C", "C", "N", "C", "C", "C", "C", "H", "H", "H", "H", "H", "H", "H", "H", "H", "H", "H", "H", "H", "H", "H", "H", "H", "H", "H", "H"], "xyz": [[7.1459, 1.7661, 0.1742], [6.0408, 1.0727, -0.1740], [5.1629, 0.6795, 0.8194], [4.0286, -0.0382, 0.4731], [3.8017, -0.3420, -0.8643], [4.6899, 0.0624, -1.8436], [5.8270, 0.7768, -1.5063], [6.5347, 1.1024, -2.2517], [4.5000, -0.1789, -2.8785], [2.9159, -0.8964, -1.1340], [3.0438, -0.4761, 1.5195], [1.7488, 0.2378, 1.3793], [1.6059, 1.4024, 0.8155], [0.2778, 1.6934, 0.9360], [-0.2897, 0.6587, 1.5664], [0.5748, -0.2652, 1.8613], [-1.7470, 0.6456, 1.9088], [-2.6759, 1.0883, 0.9090], [-2.5865, 2.4766, 0.5076], [-3.9427, 2.9090, -0.0459], [-4.3325, 2.0180, -1.2197], [-4.3004, 0.5542, -0.7872], [-4.5174, -0.0968, -1.6355], [-5.0699, 0.3961, -0.0301], [-2.9444, 0.1680, -0.1804], [-1.8512, 0.0691, -1.2688], [-1.6578, -1.3790, -1.7441], [-0.8698, -2.1653, -0.7377], [-1.4928, -2.5138, 0.3819], [-0.8171, -3.1637, 1.3116], [0.5129, -3.5262, 1.1794], [1.1651, -3.1810, 0.0067], [0.4666, -2.4834, -0.9629], [0.9415, -2.1962, -1.8902], [2.1999, -3.4538, -0.1530], [1.0195, -4.0629, 1.9660], [-1.3773, -3.4111, 2.2041], [-1.1282, -1.3825, -2.6988], [-2.6356, -1.8416, -1.8856], [-2.1141, 0.6873, -2.1276], [-0.8993, 0.4388, -0.8859], [-3.0354, -0.8230, 0.2773], [-3.6385, 2.1859, -2.0458], [-5.3328, 2.2762, -1.5729], [-3.8985, 3.9543, -0.3557], [-4.6891, 2.8127, 0.7442], [-2.3389, 3.0747, 1.3882], [-1.8034, 2.6520, -0.2463], [-1.8715, 1.2853, 2.7935], [-1.9888, -0.3822, 2.1901], [2.8369, -1.5461, 1.4470], [3.4341, -0.2776, 2.5210], [5.3718, 0.9389, 1.8456]], "nbo_charge": [-0.326, 0.412, -0.285, 0.023, -0.222, -0.181, -0.291, 0.230, 0.216, 0.209, -0.462, 0.318, -0.157, -0.289, 0.520, -0.510, -0.263, -0.450, -0.219, -0.400, -0.400, -0.397, 0.203, 0.208, -0.064, -0.413, -0.435, 0.234, -0.460, 0.065, -0.263, -0.163, -0.271, 0.215, 0.216, 0.220, 0.191, 0.210, 0.220, 0.207, 0.207, 0.240, 0.192, 0.210, 0.206, 0.200, 0.201, 0.176, 0.222, 0.242, 0.243, 0.237, 0.226]}